Here is a 3-piece molecular cluster, C13H14ClF16O5S overall from the Open Molecules 2025 dataset. Energies are from ωB97M-V with the def2-TZVPD basis set.

Values from the calculation:
- Multiplicity: 1
- E_HOMO: -5.2013 eV
- Charge: -1
- Energy relative to the best compared isomer or geometry (same formula, charge and spin): 0.0000 eV
- Orbital gap: 7.25 eV

Atoms and positions in Å:
C (-1.704001, 0.517731, 3.470879)
C (-2.494003, 1.408298, 2.497771)
C (-4.026259, 1.314652, 2.515930)
Cl (-4.738051, 2.639609, 3.501629)
S (-4.736646, -0.298601, 3.005224)
O (-6.123020, -0.218234, 2.582232)
O (-4.535769, -0.425791, 4.438802)
O (-3.916558, -1.207134, 2.200947)
H (-1.449488, -0.414593, 2.979131)
H (-0.768790, 1.022237, 3.742056)
H (-2.255973, 0.312948, 4.384465)
H (-2.155458, 1.206323, 1.480025)
H (-2.235123, 2.450124, 2.701663)
H (-4.421875, 1.460924, 1.512192)
C (0.264808, -4.272075, 1.261996)
C (0.269632, -2.742584, 1.383770)
C (0.304833, -1.940300, 0.080526)
F (1.452648, -2.196535, -0.593551)
F (0.270854, -0.623612, 0.367037)
F (1.276897, -2.338919, 2.191648)
F (-0.910695, -2.425460, 1.961905)
O (1.508239, -4.929685, 1.450407)
C (2.335151, -5.245023, 0.422876)
C (3.744651, -4.671980, 0.633929)
F (3.708949, -3.329068, 0.682373)
F (4.525949, -5.042279, -0.409685)
F (1.844585, -4.898862, -0.779547)
F (2.490305, -6.597495, 0.414661)
H (-0.347706, -4.607281, 2.096524)
H (-0.225233, -4.590744, 0.342108)
H (-0.550193, -2.187204, -0.553257)
H (4.167723, -5.062951, 1.560843)
C (1.644004, 4.420669, -2.512753)
C (0.455909, 4.035038, -1.622535)
C (0.556595, 2.712435, -0.858445)
F (0.631010, 1.679781, -1.726103)
F (-0.545787, 2.560832, -0.104128)
F (-0.692054, 4.083863, -2.324714)
F (0.404251, 4.996713, -0.652007)
O (1.500989, 4.173690, -3.898688)
C (1.942919, 3.027603, -4.486806)
C (0.818647, 2.315619, -5.254008)
F (-0.166704, 1.955551, -4.415060)
F (1.327997, 1.201195, -5.828261)
F (2.548557, 2.196715, -3.623997)
F (2.865438, 3.378016, -5.421579)
H (1.702403, 5.505127, -2.437439)
H (2.574610, 4.009651, -2.120859)
H (1.439001, 2.705503, -0.212497)
H (0.421820, 2.975562, -6.027617)

Cartesian forces (eV/Å) of the 6 atoms listed first:
C 0.165 0.329 -0.133
C 0.101 0.087 0.215
C 0.073 -0.179 -0.172
Cl -0.035 0.012 0.106
S 0.285 -0.109 -0.170
O -0.030 0.021 0.044

=====

Here is C3H9N4 as an isolated structure from the Open Molecules 2025 dataset. Energies are from ωB97M-V with the def2-TZVPD basis set.

Values from the calculation:
- Multiplicity: 1
- E_HOMO: -14.9423 eV
- Charge: +1
- Energy relative to the best compared isomer or geometry (same formula, charge and spin): 7.8776 eV
- Orbital gap: 9.24 eV

Atoms and positions in Å:
C (-0.684634, -1.122500, -0.994454)
C (0.842436, -1.060427, -0.768356)
C (0.008127, 1.947306, 0.747451)
N (-1.065013, -0.079957, 0.001833)
N (0.567573, -0.159470, 1.824712)
N (1.217708, 0.035970, 0.084628)
N (0.064828, 0.498103, 0.711721)
H (-0.988301, -0.671645, -1.980158)
H (-1.203265, -2.062348, -0.866146)
H (1.234581, -1.987110, -0.415835)
H (1.542420, -0.597085, -1.582942)
H (0.546614, 2.215381, -0.158537)
H (-0.934627, 2.475677, 0.803511)
H (0.650851, 2.214626, 1.619282)
H (-1.709555, -0.363313, 0.685163)
H (0.515507, -1.149149, 2.062689)

Cartesian forces (eV/Å) of the 6 atoms listed first:
C 0.745 2.801 -0.368
C 1.370 0.757 -1.890
C 1.981 1.719 1.268
N -0.369 0.805 -0.650
N 2.840 2.187 -0.811
N 0.198 -0.697 3.312

=====

Here is a 5-piece molecular cluster, C5H20N2O5 overall from the Open Molecules 2025 dataset. Energies are from ωB97M-V with the def2-TZVPD basis set.

Values from the calculation:
- Multiplicity: 1
- E_HOMO: -8.8005 eV
- SMILES string: CNCC[C@H](N)C=O.O.O.O.O
- Energy relative to the best compared isomer or geometry (same formula, charge and spin): 4.3728 eV
- Orbital gap: 9.35 eV

Atoms and positions in Å:
C (-1.748603, -2.610896, 0.618454)
N (-0.338087, -2.847127, 0.971349)
C (0.592004, -1.764298, 0.883787)
C (0.894709, -1.145069, -0.522614)
C (-0.179345, -0.422062, -1.273502)
N (-0.984784, -1.236677, -2.165480)
C (0.437205, 0.557743, -2.193939)
O (0.114460, 1.663297, -2.332347)
H (-1.974570, -1.501395, 0.416391)
H (-2.489216, -2.614761, 1.601958)
H (-2.105861, -3.320336, -0.023296)
H (0.048417, -3.582725, 0.275543)
H (0.228569, -0.874753, 1.402968)
H (1.529408, -2.157086, 1.291135)
H (1.453288, -1.869381, -1.083894)
H (1.692092, -0.369391, -0.248799)
H (-0.892816, 0.054947, -0.434023)
H (-0.522840, -1.987497, -2.480551)
H (-1.401633, -0.804084, -2.942328)
H (1.340101, 0.358456, -2.688766)
O (0.828104, 3.113124, 1.514245)
H (0.044112, 3.343511, 0.956079)
H (0.569310, 2.343349, 2.079262)
O (0.976600, 1.211717, 3.416311)
H (0.283946, 0.655262, 3.735636)
H (1.421745, 0.713051, 2.709442)
O (1.929855, 2.205075, -0.660754)
H (1.297425, 2.763495, -1.100264)
H (1.885986, 2.544717, 0.172015)
O (-1.513012, 2.552232, -0.314301)
H (-2.166119, 3.126413, -0.739850)
H (-1.250455, 1.901150, -0.839871)

Cartesian forces (eV/Å) of the 6 atoms listed first:
C -0.906 4.005 4.965
N 0.009 -2.333 -1.949
C -0.243 1.034 -1.220
C 1.942 0.414 1.908
C -2.018 0.399 1.225
N -1.652 1.344 2.269

=====

Here is one molecule with the formula C3H5N3O from the Open Molecules 2025 dataset. Energies are from ωB97M-V with the def2-TZVPD basis set.

Values from the calculation:
- Multiplicity: 1
- E_HOMO: -8.5864 eV
- SMILES string: CC1=NN=CNO1
- Energy relative to the best compared isomer or geometry (same formula, charge and spin): 5.4529 eV
- Orbital gap: 8.89 eV

Atoms and positions in Å:
C (-2.112503, -0.069886, -0.004815)
C (-0.646414, 0.052540, -0.224074)
N (-0.068938, 1.237622, -0.203292)
N (1.199798, 1.335336, 0.064477)
C (2.071357, 0.393256, -0.004259)
N (1.715182, -0.952620, -0.307516)
O (0.183991, -1.009348, 0.046717)
H (-2.369693, -0.391426, 1.097743)
H (-2.544519, 1.038804, -0.174184)
H (-2.681046, -0.577612, -0.786306)
H (3.108984, 0.487364, 0.087889)
H (2.143803, -1.544030, 0.407619)

Cartesian forces (eV/Å) of the 6 atoms listed first:
C -1.722 2.281 0.579
C 3.837 1.795 1.632
N -4.866 -1.403 -1.368
N 5.282 0.350 0.455
C -3.262 -0.434 -0.324
N -2.259 1.332 -0.339